Entry 1:
C2HO4Pb | ωB97M-V/def2-TZVPD

Atoms and positions in Å:
O1 -0.4766 -1.4261 -1.1481
O2 0.2578 1.2090 2.0272
O3 0.4767 -0.7135 -0.3428
O4 0.8028 1.5783 0.7274
C1 -0.4412 0.2018 1.6945
C2 -0.1439 0.3153 0.2446
H1 -0.9614 0.7413 -0.3577
Pb1 0.4858 -1.9060 -2.8450

Values from the calculation:
M = 296.23 g/mol
HOMO level = -0.4628 Ha
E = -15509.9182 eV
total charge = +1

These are the Löwdin partial charges, in e, on atoms 1 to 2: O -0.50; O 0.04


Entry 2:
C9H15NO2 | ωB97M-V/def2-TZVPD

Atoms and positions in Å:
C1 2.2550 2.1515 0.3059
N1 2.6932 0.7744 0.1367
C2 2.4279 -0.0811 1.2594
C3 1.6725 -0.2510 -0.0084
C4 2.0260 -1.3475 -0.9733
O1 1.1333 -2.4376 -0.8375
H1 1.1742 2.2476 0.5360
H2 2.8152 2.6237 1.1215
H3 2.4491 2.6896 -0.6208
H4 1.9542 0.4917 2.1256
H5 3.2160 -0.8024 1.5469
H6 0.6234 0.1191 -0.0826
H7 3.0823 -1.6465 -0.7768
H8 1.9211 -1.0036 -2.0103
H9 1.0449 -2.6088 0.1039
C5 -3.3122 1.8636 -1.4852
C6 -2.8061 1.3405 -0.5179
C7 -2.0949 0.6609 0.5720
C8 -2.5964 -0.7466 0.8182
C9 -2.4271 -1.6322 -0.3918
O2 -3.1691 -1.0592 1.8404
H10 -3.7859 2.2804 -2.3549
H11 -2.1274 1.2116 1.5279
H12 -1.0428 0.6231 0.2606
H13 -3.1320 -1.3043 -1.1550
H14 -2.5820 -2.6850 -0.1481
H15 -1.4124 -1.4718 -0.7923

Values from the calculation:
M = 169.22 g/mol
SMILES string = CN1C[C@@H]1CO.C#CCC(C)=O
HOMO level = -0.3485 Ha
E = -15157.5124 eV
energy above the lowest of the compared OMol25 structures with the same formula, charge and spin = 94.8 kcal/mol

These are the Löwdin partial charges, in e, on atoms 1 to 2: C -0.10; N -0.14


Entry 3:
C3H4N2O2 | ωB97M-V/def2-TZVPD

Atoms and positions in Å:
O1 1.1321 2.0651 -0.4239
C1 0.5413 0.8452 -0.3513
N1 0.5954 0.0592 0.7484
C2 -0.4325 -0.7881 0.5750
O2 -0.7112 -1.7643 1.4569
C3 -1.1169 -0.5312 -0.6240
N2 -0.5372 0.5471 -1.2250
H1 1.7890 2.0938 0.2910
H2 -0.0875 -1.6559 2.1957
H3 -1.8874 -1.1086 -1.1218
H4 0.7149 0.2375 -1.5211

Values from the calculation:
M = 100.08 g/mol
HOMO level = -0.3303 Ha
E = -10248.8175 eV
energy above the lowest of the compared OMol25 structures with the same formula, charge and spin = 79.5 kcal/mol

These are the Löwdin partial charges, in e, on atoms 1 to 2: O 0.07; C -0.54


Entry 4:
C5H7NO | ωB97M-V/def2-TZVPD

Atoms and positions in Å:
C1 0.9507 -1.4327 0.2661
C2 0.1174 -0.1803 0.1837
N1 0.1865 0.7583 1.3147
C3 -1.0627 0.0712 1.0587
C4 -0.7916 1.3591 -1.8216
C5 -0.0107 0.4517 -1.1373
O1 0.5939 0.1894 -2.2113
H1 0.5159 -2.2286 -0.3468
H2 0.9976 -1.7679 1.3054
H3 1.9700 -1.2462 -0.0850
H4 0.1519 1.7228 0.9917
H5 -1.3339 -0.6894 1.7863
H6 -0.3883 2.3691 -1.9317
H7 -1.8968 0.6235 0.6270

Values from the calculation:
M = 97.12 g/mol
HOMO level = -0.3335 Ha
E = -8831.1757 eV
energy above the lowest of the compared OMol25 structures with the same formula, charge and spin = 115.9 kcal/mol

These are the Löwdin partial charges, in e, on atoms 1 to 2: C -0.01; C -0.44


Entry 5:
C26H48N2O2P2Ti | ωB97M-V/def2-TZVPD

Atoms and positions in Å:
Ti1 0.9187 0.7665 -1.3935
C1 0.1390 1.7609 0.1947
O1 -0.2540 2.5377 1.0093
C2 0.5091 -1.1252 -0.7776
O2 0.3408 -2.2862 -0.5605
P1 2.4613 0.2523 0.5663
C3 2.4648 -0.1483 2.3990
H1 3.5178 -0.0675 2.7329
C4 3.6961 -1.0211 -0.0867
H2 3.0236 -1.8899 -0.2080
C5 3.3112 1.9097 0.6203
H3 2.6351 2.5180 1.2491
C6 -1.7144 2.2748 -2.5784
P2 -1.5990 0.6627 -1.6380
H4 -4.0350 0.5207 -1.3312
H5 -1.6949 3.0448 -1.7805
C7 -2.0916 -0.6123 -2.9467
H6 -2.8474 -0.1165 -3.5866
C8 4.2141 -0.5933 -1.4594
H7 4.9359 0.2313 -1.3756
H8 3.4166 -0.3009 -2.1671
H9 4.7352 -1.4518 -1.9080
C9 4.8485 -1.4210 0.8512
H10 5.5430 -2.0690 0.2963
H11 4.5119 -1.9790 1.7325
H12 5.4113 -0.5429 1.1885
C10 4.6944 1.9269 1.3046
H13 4.6705 1.5241 2.3246
H14 5.0356 2.9705 1.3824
H15 5.4477 1.3843 0.7202
C11 3.3748 2.5254 -0.7773
H16 3.6607 3.5809 -0.6427
H17 2.4098 2.5324 -1.3451
H18 4.1577 2.0509 -1.3863
C12 1.6596 0.8568 3.2282
H19 2.1824 1.8206 3.2942
H20 1.5364 0.4660 4.2499
H21 0.6673 1.0518 2.8089
C13 2.0233 -1.5880 2.6492
H22 0.9600 -1.7256 2.4428
H23 2.1606 -1.8295 3.7150
H24 2.5733 -2.3295 2.0563
C14 -3.0366 2.4378 -3.3865
H25 -3.9292 2.2220 -2.7771
H26 -3.0191 1.7821 -4.2737
H27 -3.0895 3.4878 -3.7268
C15 -0.4767 2.4488 -3.4687
H28 -0.5143 1.7586 -4.3297
C16 -3.2001 -0.2276 0.4818
H29 0.5187 2.3703 -2.9445
H30 -0.5324 3.4720 -3.8755
C17 -3.4882 2.1822 -0.1024
H31 -2.7665 0.1728 1.4012
H32 -4.2158 -0.5571 0.7505
H33 -2.6363 -1.1288 0.2361
C18 -3.2017 0.7897 -0.6562
H34 -4.3592 2.1096 0.5675
H35 -3.7373 2.8955 -0.8913
H36 -2.6376 2.5805 0.4720
C19 -2.7433 -1.8597 -2.3287
H37 -2.0479 -2.3738 -1.6479
H38 -2.9946 -2.5618 -3.1373
H39 -3.6690 -1.6273 -1.7887
C20 -0.8696 -1.0066 -3.7857
H40 -0.3566 -0.1445 -4.2373
H41 -1.2269 -1.6569 -4.5994
H42 -0.1495 -1.5842 -3.1789
H43 -0.8272 -0.3280 1.6858
H44 -0.0946 -0.3815 1.8925
N1 -6.2084 -3.4783 2.7330
C21 -5.0755 -3.1678 2.7272
C22 -3.6645 -2.8428 2.7290
C23 -3.2352 -1.7212 3.4514
C24 -1.8740 -1.4104 3.4473
N2 -1.0056 -2.2194 2.8214
C25 -1.3919 -3.1931 2.0059
C26 -2.7446 -3.5880 1.9701
H45 -3.8591 -1.1254 4.1103
H46 -1.5286 -0.4360 3.8195
H47 -0.6678 -3.6957 1.3486
H48 -3.0555 -4.4664 1.4181

Values from the calculation:
M = 530.50 g/mol
HOMO level (alpha / beta) = -0.7365 / -0.7324 Ha
E = -76458.0941 eV
energy above the lowest of the compared OMol25 structures with the same formula, charge and spin = 16.4 kcal/mol
total charge = +4

These are the Löwdin partial charges, in e, on atoms 1 to 2: Ti 0.76; C -0.16


Entry 6:
H20O10 | ωB97M-V/def2-TZVPD

Atoms and positions in Å:
O1 14.7291 -18.0112 13.0295
H1 15.0471 -17.5220 12.2578
H2 14.0022 -18.5419 12.6698
O2 15.4211 -14.3007 13.4561
H3 15.7877 -14.6146 12.6156
H4 14.7965 -13.6146 13.1995
O3 14.7792 -21.8757 13.8364
H5 13.9250 -22.2797 13.6607
H6 14.8087 -21.0882 13.2802
O4 16.5945 -15.6424 11.3425
H7 15.9769 -16.2540 10.9178
H8 17.4481 -15.7790 10.9185
O5 13.0984 -19.9295 11.7517
H9 12.8109 -20.8420 11.8503
H10 12.4254 -19.5197 11.1843
O6 17.9308 -19.1296 12.4543
H11 17.3339 -18.4386 12.1591
H12 17.8969 -19.0503 13.4143
O7 12.7114 -15.3071 13.8731
H13 13.4689 -14.7522 14.0920
H14 13.0718 -16.2005 13.8933
O8 17.0943 -17.2602 14.5267
H15 17.0872 -16.4332 14.0305
H16 16.2454 -17.6715 14.3101
O9 11.2298 -17.8391 10.8439
H17 10.9980 -17.5010 9.9723
H18 12.0093 -17.3294 11.1006
O10 14.8482 -17.6500 10.2336
H19 15.6423 -17.6089 9.6857
H20 14.3041 -18.3199 9.8036

Values from the calculation:
M = 180.15 g/mol
SMILES string = O.O.O.O.O.O.O.O.O.O
HOMO level = -0.3940 Ha
E = -20799.9615 eV
energy above the lowest of the compared OMol25 structures with the same formula, charge and spin = 61.1 kcal/mol

These are the Löwdin partial charges, in e, on atoms 1 to 2: O -0.06; H 0.00


Entry 7:
C6H10O | ωB97M-V/def2-TZVPD

Atoms and positions in Å:
C1 0.1667 2.4322 -1.4968
C2 -0.8976 1.7581 -0.6240
C3 -0.2707 0.6387 0.2582
C4 -0.3819 -0.6421 0.0458
C5 0.4445 -1.6692 0.6642
C6 -0.0208 -2.8047 1.2791
O1 0.9800 -3.6296 1.8107
H1 -0.1991 2.5005 -2.6209
H2 1.1524 2.0360 -1.5555
H3 0.4127 3.3316 -0.9750
H4 -1.5947 1.3190 -1.3351
H5 -1.5071 2.3783 -0.0304
H6 0.5536 1.0826 0.8334
H7 -1.1779 -1.0351 -0.4878
H8 1.5717 -1.6181 0.7116
H9 -1.0110 -2.9647 1.4277
H10 1.7793 -3.1135 2.0949

Values from the calculation:
M = 98.14 g/mol
SMILES string = CC/C=C/C=C/O
HOMO level = -0.3068 Ha
E = -8428.9591 eV
energy above the lowest of the compared OMol25 structures with the same formula, charge and spin = 52.6 kcal/mol

These are the Löwdin partial charges, in e, on atoms 1 to 2: C -0.12; C -0.24